Record 1
Molecular formula: C26H25F2N4
Method: DFT, the ωB97M-V functional and the def2-TZVPD basis

```
! RIJCOSX wB97M-V def2-TZVPD def2/J DEFGRID3
* xyz 1 1
F 3.5572 -5.8040 -2.8881
C 3.1669 -4.5843 -2.3948
C 3.2851 -4.3235 -1.0323
C 2.7796 -3.1072 -0.5454
C 2.2082 -2.1474 -1.4072
C 1.6865 -0.8270 -0.8153
C 2.2442 0.4821 -1.3902
C 2.0879 1.6590 -0.6398
C 2.2277 2.9170 -1.2325
C 2.5372 2.9555 -2.5927
F 2.4349 4.1574 -3.2536
C 2.9026 1.8235 -3.3088
C 2.8051 0.5764 -2.6718
C 2.2203 -2.4190 -2.7804
C 2.6254 -3.6583 -3.2786
H 3.7428 -5.0563 -0.3650
H 2.8588 -2.8819 0.5256
H 1.9405 -0.8430 0.2537
H 1.8890 1.5982 0.4337
H 2.0668 3.8273 -0.6657
H 3.2380 1.8977 -4.3481
H 3.1855 -0.3069 -3.1833
H 1.9055 -1.6620 -3.4989
H 2.5270 -3.8721 -4.3420
C -4.9199 4.4778 4.3319
C -4.7569 3.1557 4.7751
C -3.8202 2.3324 4.1601
C -3.0373 2.8141 3.0817
C -2.0920 1.9537 2.4089
C -1.5394 0.7542 2.8446
N -0.8145 0.2996 1.8005
C -0.2205 -1.0169 1.5870
C -0.6177 -1.4398 0.1921
C -0.5871 -2.8782 -0.2402
C -0.7400 -2.7557 -1.7714
C -0.4481 -1.2929 -2.1470
N 0.1851 -0.7122 -0.8649
N -0.9158 1.1851 0.7548
N -1.6527 2.1927 1.1312
C -3.2201 4.1441 2.6421
C -4.1353 4.9786 3.2794
H -5.6585 5.1189 4.8122
H -5.3614 2.7681 5.6007
H -3.6815 1.2978 4.4848
H -1.6738 0.2316 3.7742
H 0.8732 -0.9644 1.7264
H -0.6292 -1.6984 2.3437
H -1.6391 -1.0711 0.0177
H 0.3560 -3.3503 0.0587
H -1.4062 -3.4294 0.2304
H -0.0804 -3.4634 -2.2868
H -1.7778 -2.9831 -2.0305
H 0.1948 -1.1201 -3.0103
H -1.3774 -0.7234 -2.2872
H -0.0738 0.2889 -0.7299
H -2.6193 4.4894 1.8008
H -4.2356 6.0151 2.9508
*
```

The HOMO-LUMO gap is 8.7380 eV. Its SMILES is Fc1ccc(C(c2ccc(F)cc2)[N@H+]2CCC[C@H]2Cn2cc(-c3ccccc3)nn2)cc1. Its HOMO energy is -10.95 eV.


Record 2
Molecular formula: C26H25N2O6
Method: DFT, the ωB97M-V functional and the def2-TZVPD basis

```
! RIJCOSX wB97M-V def2-TZVPD def2/J DEFGRID3
* xyz -1 1
C 4.6414 1.9092 1.5366
C 3.4436 2.7262 1.2005
O 2.3107 2.1263 1.9227
C 1.1625 2.4693 1.3120
C 0.1242 1.3581 1.2924
C -1.3120 1.7930 1.3247
C -1.6480 3.1428 1.1839
C -2.9407 3.5996 1.4543
C -3.9421 2.6819 1.7655
C -3.6313 1.3164 1.8712
C -2.3248 0.8674 1.6308
O 1.0314 3.5321 0.7202
H 5.4951 2.3532 1.0242
H 4.8388 1.9040 2.6108
H 4.4972 0.8776 1.1746
H 3.5212 3.7710 1.5363
H 3.2137 2.6631 0.1270
H 0.3102 0.6780 2.1340
H -0.8814 3.8423 0.8841
H -3.1228 4.6763 1.4147
H -4.9584 3.0358 1.9377
H -4.4119 0.6031 2.1513
H -2.0658 -0.1962 1.6879
C -0.7293 -5.5042 3.3526
C 0.1951 -5.9797 2.4100
C 1.1846 -5.1273 1.9066
C 1.2344 -3.7910 2.3318
C 2.2192 -2.8268 1.7671
O 1.4543 -1.7272 1.2062
C 2.2938 -0.7567 0.7816
N 1.8418 0.3644 0.1755
N 0.4933 0.6079 0.0915
C 0.4653 1.3278 -1.2427
O 1.3852 2.0065 -1.6499
O -0.6377 1.0650 -1.9524
C -0.6960 1.8268 -3.2060
C -1.3002 0.9713 -4.2797
C -0.9691 1.1952 -5.6305
C -1.5386 0.4218 -6.6416
C -2.4451 -0.6025 -6.3157
C -2.7701 -0.8266 -4.9695
C -2.1998 -0.0508 -3.9555
O 3.5309 -0.8591 0.9145
C 0.3249 -3.3195 3.2804
C -0.6527 -4.1751 3.7911
H -1.5031 -6.1675 3.7474
H 0.1503 -7.0137 2.0637
H 1.9223 -5.4670 1.1781
H 2.8699 -2.4133 2.5534
H 2.8465 -3.2733 0.9836
H -1.3075 2.7171 -2.9930
H 0.3116 2.1586 -3.4864
H -0.2532 1.9877 -5.8598
H -1.2871 0.6167 -7.6876
H -2.8963 -1.2106 -7.0972
H -3.4826 -1.6054 -4.6945
H -2.4443 -0.2342 -2.9082
H 0.3938 -2.2791 3.6053
H -1.3553 -3.7864 4.5327
*
```

The HOMO-LUMO gap is 6.3643 eV. Its SMILES is CCOC(=O)[C@@H](c1ccccc1)N(/N=C(/[O-])OCc1ccccc1)C(=O)OCc1ccccc1. Its HOMO energy is -3.57 eV.


Record 3
Molecular formula: C26H25N3O3RuS2
Method: DFT, the ωB97M-V functional and the def2-TZVPD basis

```
! RIJCOSX wB97M-V def2-TZVPD def2/J DEFGRID3
* xyz 1 2
Ru -0.5842 -0.2151 1.1848
C -2.4368 -2.8659 2.8864
C -1.8700 -2.3737 4.0550
C -1.7748 -1.0072 4.2592
C -2.2479 -0.1141 3.2955
C -2.8298 -0.6118 2.1085
C -2.9112 -1.9972 1.9153
H -2.5438 -3.9304 2.7454
H -1.5291 -3.0574 4.8180
H -1.3680 -0.6313 5.1860
H -2.2872 0.9467 3.5286
H -3.3862 0.0450 1.4398
H -3.3927 -2.3794 1.0269
C -2.2076 2.9775 1.0180
C -0.7249 3.0988 1.0536
C -0.1213 4.2897 0.5965
C 1.2370 4.4297 0.6217
C 2.0227 3.3953 1.1748
C 3.4236 3.4663 1.3107
C 4.1313 2.4612 1.9286
C 3.4632 1.3636 2.4591
C 2.0911 1.2332 2.3033
S 1.2874 -0.1228 2.9789
C 1.3371 2.2457 1.6472
N -0.0016 2.1112 1.5480
H -2.6015 3.5368 0.1752
H -2.6358 3.3923 1.9298
H -2.4927 1.9320 0.9036
H -0.7510 5.0805 0.2217
H 1.7139 5.3203 0.2376
H 3.9293 4.3456 0.9448
H 5.2046 2.5242 2.0214
H 4.0037 0.5988 2.9915
N 1.1015 -3.0631 2.3333
C 1.5156 -4.2706 1.9192
C 0.8630 -4.5313 0.7356
C 0.0603 -3.4098 0.5081
N 0.2181 -2.5277 1.4832
H 1.3941 -2.5608 3.1600
H 2.2167 -4.8545 2.4809
H 0.9572 -5.3968 0.1166
H -0.6170 -3.2112 -0.2995
C 0.2034 -0.4780 -7.3414
C 0.1021 -0.3907 -5.8515
C -0.0063 0.8445 -5.2197
C -0.1209 0.9285 -3.8435
C -0.1274 -0.2320 -3.0962
C -0.0191 -1.4711 -3.6982
C 0.0945 -1.5479 -5.0734
S -0.3438 -0.1509 -1.3405
O -1.3156 -1.1816 -0.9282
O -0.8501 1.1730 -0.9496
O 0.9493 -0.3833 -0.6499
H 0.4031 0.4968 -7.7801
H -0.7335 -0.8552 -7.7531
H 0.9929 -1.1654 -7.6397
H -0.0004 1.7442 -5.8154
H -0.2222 1.8737 -3.3376
H -0.0389 -2.3526 -3.0797
H 0.1779 -2.5115 -5.5533
*
```

The HOMO-LUMO gap (alpha / beta) is 5.5767 / 6.8751 eV. Its expectation value of S² is 1.088. The calculation puts the energy relative to the best compared isomer or geometry (same formula, charge and spin) at 378.97 kJ/mol. Its HOMO energy (alpha / beta) is -10.73 / -10.85 eV.


Record 4
Molecular formula: C26H25N5O3SSeTl
Method: DFT, the ωB97M-V functional and the def2-TZVPD basis

```
! RIJCOSX wB97M-V def2-TZVPD def2/J DEFGRID3
* xyz 1 1
Tl 0.3699 0.3759 0.4884
C -0.0231 -0.5369 -2.7096
N -0.7855 -0.6233 -1.4526
C -2.1123 0.0240 -1.5399
C -2.5181 0.8017 -0.2991
C -4.0501 1.0957 -0.0710
C -4.2776 2.4614 0.4149
C -3.2872 3.2378 0.8898
C -1.9162 2.8565 0.6774
N -1.5698 1.8062 0.0122
C -0.8634 -2.0189 -0.9419
C 0.4935 -2.6259 -0.7012
C 0.9012 -3.8405 -1.2261
C 2.1712 -4.3034 -0.9133
C 2.9911 -3.5414 -0.0929
C 2.5118 -2.3341 0.3843
N 1.2914 -1.8992 0.0784
C 1.2822 0.2580 -2.7199
C 1.8826 0.4868 -3.9537
C 3.0920 1.1531 -4.0077
C 3.6827 1.5837 -2.8263
C 3.0137 1.3487 -1.6454
N 1.8413 0.7018 -1.6031
H -0.6367 -0.0894 -3.4919
H 0.2110 -1.5477 -3.0521
H -2.8897 -0.6903 -1.8249
H -2.0399 0.7799 -2.3228
H -6.0439 1.0918 -0.7414
H -5.2883 2.8495 0.3601
H -3.4896 4.2211 1.2895
H -1.1219 3.5447 0.9498
H -1.4563 -2.6544 -1.6078
H -1.3570 -1.9883 0.0190
H 0.2339 -4.4162 -1.8541
H 2.5192 -5.2476 -1.3106
H 3.9863 -3.8715 0.1684
H 3.1064 -1.6928 1.0236
H 1.4001 0.1405 -4.8592
H 3.5713 1.3399 -4.9596
H 4.6298 2.1034 -2.8238
H 3.4114 1.6818 -0.6938
C -6.4528 -0.9829 -2.4182
C -5.4941 -0.8395 -1.2578
C -5.1384 -1.9396 -0.5837
C -4.1429 -2.1353 0.4667
C -3.4043 -1.2133 1.0719
C -3.2721 0.2322 0.8735
C -5.1122 0.6027 -1.0442
S -2.2121 -1.6704 2.3537
O -1.9630 -3.0844 2.2434
O -2.7305 -1.1628 3.5937
O -1.0397 -0.8570 1.8875
H -7.1049 -1.8446 -2.2873
H -5.8921 -1.1320 -3.3455
H -7.0715 -0.0943 -2.5501
H -5.6489 -2.8513 -0.8775
H -3.9769 -3.1575 0.7906
H -3.0020 0.7317 1.7982
H -4.8841 1.0295 -2.0296
Se 0.8302 -0.6172 4.9676
C 1.4893 -0.1051 3.4191
N 1.9420 0.2378 2.3812
*
```

The HOMO-LUMO gap (alpha / beta) is 5.0930 / 5.0938 eV. The calculation puts the energy relative to the best compared isomer or geometry (same formula, charge and spin) at 424.61 kJ/mol. Its HOMO energy (alpha / beta) is -10.40 / -10.40 eV.


Record 5
Molecular formula: C26H25N6OReSSi
Method: DFT, the ωB97M-V functional and the def2-TZVPD basis

```
! RIJCOSX wB97M-V def2-TZVPD def2/J DEFGRID3
* xyz 3 2
Re -0.8092 -0.8814 -0.7329
N -1.1015 -1.6667 3.3071
C -0.8322 -0.3148 3.5330
C -0.7845 0.4298 4.7049
C -0.4825 1.7690 4.5655
C -0.2246 2.3391 3.3075
C -0.2729 1.5907 2.1468
C -0.5933 0.2419 2.2779
N -0.7385 -0.7718 1.3205
C -1.0361 -1.8906 1.9981
C -1.1927 -3.1129 1.2395
C -1.4524 -4.3956 1.5935
S -1.5092 -5.3861 0.2010
C -1.1745 -4.0516 -0.7798
N -1.0335 -2.9223 -0.1247
H -1.3027 -2.3533 4.0201
H -0.9737 -0.0101 5.6748
H -0.4318 2.3948 5.4457
H 0.0401 3.3867 3.2547
H 0.0046 2.0205 1.1917
H -1.6189 -4.8091 2.5762
H -1.0896 -4.1233 -1.8551
C -4.0891 3.4527 -2.6577
N -3.2312 2.2907 -2.4090
C -3.0343 1.2084 -3.3732
C -2.1216 0.3247 -2.5792
O -1.5709 -0.7608 -2.8219
N -1.8874 0.8535 -1.3565
C -2.5883 2.0363 -1.2812
N -2.6031 2.7902 -0.2026
H -4.2571 3.5329 -3.7280
H -3.5865 4.3630 -2.3325
H -5.0483 3.3416 -2.1531
H -2.5616 1.5586 -4.2936
H -3.9708 0.7050 -3.6253
H -2.0877 2.5101 0.6197
H -3.1503 3.6363 -0.1552
C 3.0418 -3.3999 -2.5634
C 2.8688 -3.2879 -1.1822
C 1.8843 -2.4659 -0.6836
C 1.0492 -1.7065 -1.5494
C 1.2512 -1.8502 -2.9496
C 2.2352 -2.6866 -3.4436
Si 1.2390 0.2075 -1.2050
C 2.4191 0.9165 -0.0127
C 2.8324 0.3637 1.2074
C 3.6678 1.0728 2.0472
C 4.0961 2.3498 1.6881
C 3.6997 2.9124 0.4859
C 2.8690 2.1979 -0.3677
H 3.8186 -4.0463 -2.9522
H 3.5099 -3.8424 -0.5100
H 1.7507 -2.3830 0.3891
H 0.6336 -1.2903 -3.6399
H 2.3780 -2.7776 -4.5117
H 1.2368 0.9531 -2.4749
H 2.5124 -0.6286 1.5026
H 4.0009 0.6347 2.9785
H 4.7565 2.8980 2.3470
H 4.0528 3.8950 0.2039
H 2.5937 2.6374 -1.3202
*
```

The HOMO-LUMO gap (alpha / beta) is 7.0958 / 6.8489 eV. Its expectation value of S² is 0.756. The calculation puts the energy relative to the best compared isomer or geometry (same formula, charge and spin) at 0.00 kJ/mol. Its HOMO energy (alpha / beta) is -16.71 / -16.69 eV.


Record 6
Molecular formula: C26H25N9O6S3V
Method: DFT, the ωB97M-V functional and the def2-TZVPD basis

```
! RIJCOSX wB97M-V def2-TZVPD def2/J DEFGRID3
* xyz 1 3
V -0.6258 -0.3565 -1.2748
O 0.1378 -4.3082 0.8804
S -0.2452 -2.9279 0.8813
O -1.6057 -2.7386 1.3337
N -0.0563 -2.2419 -0.6051
C 0.9871 -2.8295 -1.3858
C 1.7510 -3.9361 -1.0855
C 2.7367 -4.4198 -1.9719
C 2.9935 -3.8143 -3.1626
C 2.2631 -2.6546 -3.4985
C 2.5061 -1.9260 -4.6767
C 1.8187 -0.7685 -4.9220
C 0.8738 -0.3550 -3.9814
N 0.5898 -1.0303 -2.8812
C 1.2745 -2.1717 -2.6100
C 0.8069 -2.0108 1.9582
C 1.7979 -1.1626 1.4891
C 2.5634 -0.4484 2.3996
C 2.3344 -0.5898 3.7598
C 1.3501 -1.4563 4.2207
C 0.5825 -2.1749 3.3214
H 1.5956 -4.4745 -0.1665
H 3.2909 -5.3009 -1.6775
H 3.7474 -4.1877 -3.8425
H 3.2548 -2.2859 -5.3715
H 1.9972 -0.1698 -5.8029
H 0.3530 0.5835 -4.1317
H 1.9606 -1.0335 0.4273
H 3.3235 0.2346 2.0437
H 2.9216 -0.0170 4.4651
H 1.1743 -1.5629 5.2824
H -0.1945 -2.8433 3.6684
O 0.5296 2.5483 3.1309
C 1.4971 2.8178 2.2395
C 2.5474 3.6268 2.6713
C 3.5875 3.9314 1.8190
C 3.6107 3.4390 0.5143
C 2.5774 2.6377 0.0816
C 1.5108 2.3129 0.9267
C 0.4642 1.4148 0.4477
O 0.6188 0.8757 -0.7674
N -0.5716 1.1185 1.1522
N -1.4243 0.2712 0.4366
C -2.4591 -0.1235 1.1262
S -2.7249 0.4613 2.7492
C -4.2563 -0.4723 2.9554
C -5.0585 -0.2928 1.6852
S -3.9451 -0.6346 0.2944
H -0.1453 1.9810 2.7114
H 2.5168 4.0053 3.6839
H 4.3928 4.5629 2.1714
H 4.4270 3.6857 -0.1499
H 2.5756 2.2413 -0.9245
H -4.7769 -0.0697 3.8233
H -4.0167 -1.5203 3.1334
H -5.4328 0.7274 1.6019
H -5.8898 -0.9941 1.6203
N -1.7659 0.6100 -2.8515
N -3.1345 0.9233 -2.5638
C -3.2995 1.9803 -1.6550
N -4.5747 2.2904 -1.4123
N -2.1838 2.5234 -1.2641
N -2.2395 3.5074 -0.2650
O -3.2651 3.6649 0.3847
O -1.2363 4.1498 -0.1422
H -1.2493 1.4766 -3.0357
H -1.7811 0.0385 -3.6922
H -3.6624 1.0986 -3.4137
H -5.2854 1.6178 -1.6459
H -4.7352 2.9466 -0.6606
*
```

The HOMO-LUMO gap (alpha / beta) is 6.8875 / 7.3005 eV. Its expectation value of S² is 2.015. The calculation puts the energy relative to the best compared isomer or geometry (same formula, charge and spin) at 196.70 kJ/mol. Its HOMO energy (alpha / beta) is -10.57 / -10.59 eV.


Record 7
Molecular formula: C26H26AsN5OPdS
Method: DFT, the ωB97M-V functional and the def2-TZVPD basis

```
! RIJCOSX wB97M-V def2-TZVPD def2/J DEFGRID3
* xyz 2 1
Pd 0.4577 -2.2226 -0.0900
S 0.3607 -2.4686 2.1208
C 0.3989 -0.8713 2.8969
C 0.3102 -0.8398 4.2806
C 0.2498 0.3838 4.9250
C 0.2956 1.5896 4.2191
C 0.4077 1.5680 2.8561
C 0.4775 0.3171 2.2073
As 0.8200 0.1744 0.3715
C 2.7068 0.1994 0.0973
C 3.2287 -0.0149 -1.1811
C 4.5982 -0.0063 -1.3647
C 5.4421 0.2039 -0.2774
C 4.9170 0.4033 0.9916
C 3.5432 0.4018 1.1917
C 0.0291 1.6390 -0.5300
C 0.7921 2.4452 -1.3773
C 0.2030 3.5692 -1.9304
C -1.1238 3.8732 -1.6523
C -1.8798 3.0606 -0.8124
C -1.3096 1.9320 -0.2530
H 0.2611 -1.7605 4.8475
H 0.1624 0.3993 6.0022
H 0.2577 2.5339 4.7424
H 0.4694 2.4951 2.2979
H 2.5815 -0.1875 -2.0362
H 5.0118 -0.1582 -2.3523
H 6.5128 0.2134 -0.4253
H 5.5761 0.5655 1.8328
H 3.1444 0.5604 2.1854
H 1.8306 2.2211 -1.5863
H 0.7827 4.2135 -2.5760
H -1.5717 4.7560 -2.0873
H -2.9078 3.3145 -0.5921
H -1.8875 1.3060 0.4179
N 6.6675 -2.5522 -0.9152
C 5.7078 -2.8616 -0.3577
N 4.6254 -3.1635 0.3318
C 3.4501 -3.0402 -0.0167
N 2.2962 -2.9231 -0.2789
C -3.8888 -2.4903 0.8800
N -3.6339 -1.6362 -0.2749
C -4.7979 -0.9889 -0.8798
C -4.3777 0.3457 -1.4594
C -3.2595 0.1168 -2.4551
N -2.2123 -0.7405 -1.8884
C -1.0819 -0.9379 -2.7820
C -2.4344 -1.5476 -0.8361
O -1.4964 -2.3025 -0.3800
H -4.3317 -1.8923 1.6756
H -2.9644 -2.9391 1.2259
H -4.5856 -3.2791 0.5958
H -5.5463 -0.8697 -0.0984
H -5.2222 -1.6447 -1.6457
H -4.0433 0.9957 -0.6484
H -5.2158 0.8370 -1.9501
H -2.7899 1.0547 -2.7570
H -3.6432 -0.3638 -3.3604
H -1.4317 -1.2856 -3.7566
H -0.5427 0.0016 -2.9254
H -0.3959 -1.7023 -2.4031
*
```

The HOMO-LUMO gap (alpha / beta) is 5.3188 / 5.3173 eV. Its HOMO energy (alpha / beta) is -14.60 / -14.60 eV.


Record 8
Molecular formula: C26H26BrN3Pt
Method: DFT, the ωB97M-V functional and the def2-TZVPD basis

```
! RIJCOSX wB97M-V def2-TZVPD def2/J DEFGRID3
* xyz 0 1
Pt 0.0329 0.1807 0.3548
C 0.6368 2.0753 -2.0008
N -0.1720 2.1425 -0.7734
C 0.2842 3.2330 0.0953
C -1.5986 2.2700 -1.0759
C -1.9744 3.3882 -1.8031
C -3.2842 3.6269 -2.1729
C -4.2279 2.6978 -1.7776
C -3.8651 1.5819 -1.0469
C -2.5374 1.2927 -0.6558
N -2.0778 0.2195 0.0719
C -2.7318 -0.9168 0.4889
C -4.1115 -1.2136 0.4058
C -4.6759 -2.3911 0.8599
C -3.8988 -3.3712 1.4481
C -2.5457 -3.1166 1.5612
C -1.9682 -1.9429 1.1030
N -0.5198 -1.8217 1.2763
C -0.1572 -1.7997 2.6976
C 0.2008 -2.8905 0.5668
H 0.6543 3.0338 -2.5299
H 0.2248 1.3148 -2.6599
H 1.6597 1.8020 -1.7486
H 0.1871 4.2072 -0.3943
H 1.3329 3.0817 0.3482
H -0.3066 3.2418 1.0089
H -1.2133 4.0988 -2.1004
H -3.5513 4.5046 -2.7445
H -5.2715 2.8333 -2.0328
H -4.6781 0.9446 -0.7784
H -4.8088 -0.5192 -0.0077
H -5.7440 -2.5304 0.7492
H -4.3246 -4.2970 1.8088
H -1.9123 -3.8665 2.0184
H -0.4221 -2.7372 3.1967
H -0.6769 -0.9823 3.1930
H 0.9176 -1.6530 2.7962
H 0.0486 -3.8669 1.0386
H 1.2671 -2.6715 0.5641
H -0.1486 -2.9363 -0.4619
Br 1.6736 1.1015 2.4136
C 3.2467 0.4861 1.4906
C 4.4406 0.7032 2.1131
C 5.6303 0.2783 1.4933
C 5.5767 -0.3443 0.2805
C 4.3433 -0.5737 -0.3724
C 4.2928 -1.2184 -1.6275
C 3.0952 -1.4336 -2.2467
C 1.8954 -1.0148 -1.6405
C 1.8732 -0.3816 -0.4200
C 3.1200 -0.1526 0.2344
H 4.4648 1.1981 3.0740
H 6.5789 0.4490 1.9844
H 6.4858 -0.6761 -0.2068
H 5.2202 -1.5376 -2.0876
H 3.0590 -1.9283 -3.2094
H 0.9608 -1.2016 -2.1602
*
```

The HOMO-LUMO gap is 7.1590 eV. The calculation puts the energy relative to the best compared isomer or geometry (same formula, charge and spin) at 109.25 kJ/mol. Its HOMO energy is -6.52 eV.


DFT total energy list, top to bottom, in Ha: -1424.2572 -1566.7212 -2286.7472 -4477.0343 -2174.6593 -4088.3613 -4116.5800 -3863.9162
Largest force on an atom list, top to bottom, in eV/Å: 1.81 3.94 3.58 2.53 0.29 2.03 1.50 3.48